# 1
# C3H11N2O2

The ion C3H11N2O2 with charge +1 in a non-equilibrium geometry (ωB97M-V/def2-TZVPD, the Open Molecules 2025 dataset).

The value obtained for the maximum force is 7.3 eV Å⁻¹. As for the structure (SMILES): C[C@](N)([NH3+])C(O)O. The value obtained for the electronic energy is -10357.073 eV. The orbital gap comes out at 11.2 eV. The net charge is +1. Its multiplicity is 1. Its LUMO energy is -2.96 eV. The energy above the lowest of the compared OMol25 structures with the same formula, charge and spin comes out at 2.679 eV.

Cartesian coordinates (Å):
O (-1.726, 0.501, -1.503)
H (1.060, -0.097, 2.154)
C (0.957, 0.693, 1.377)
H (0.757, -1.121, -1.150)
H (0.044, -2.125, 0.010)
C (-0.437, 0.786, -1.047)
H (1.490, -1.303, 0.400)
N (0.662, -1.337, -0.052)
H (-2.083, -0.589, 0.599)
H (-0.463, 1.920, -0.929)
H (1.933, 0.941, 0.979)
O (0.559, 0.379, -1.960)
H (-2.178, 1.234, -1.948)
H (0.399, 0.620, -2.961)
H (0.765, 1.597, 2.000)
H (-1.384, -0.351, 2.036)
C (-0.102, 0.039, 0.348)
N (-1.235, -0.466, 1.069)



# 2
# C4H14N2OS

A cluster of 2 separate species, C4H14N2OS in total in a non-equilibrium geometry (ωB97M-V/def2-TZVPD, the Open Molecules 2025 dataset).

The value obtained for the maximum force is 7.1 eV Å⁻¹. As for the structure (SMILES): NCCNCCS.O. The value obtained for the electronic energy is -20236.325 eV. The orbital gap comes out at 9.9 eV. The net charge is 0. Its multiplicity is 1. Its LUMO energy is 0.81 eV. The energy above the lowest of the compared OMol25 structures with the same formula, charge and spin comes out at 1.704 eV.

Cartesian coordinates (Å):
H (0.450, -1.973, 0.165)
H (-2.152, -0.648, 0.293)
C (0.176, -0.398, 1.477)
H (-1.362, -1.103, -2.320)
H (2.095, 3.948, 0.118)
H (-0.643, -0.317, 2.171)
C (-1.469, -1.425, -0.055)
H (-0.302, 1.638, 0.877)
H (1.452, 0.406, -0.587)
H (0.928, -1.039, 1.999)
H (-2.278, -4.055, -2.352)
H (1.045, 1.519, 2.163)
C (0.620, 1.113, 1.116)
H (-1.751, -2.298, 0.575)
S (-1.208, -3.356, -1.825)
H (2.647, 4.971, -0.819)
N (1.410, 1.306, -0.121)
N (-0.073, -1.123, 0.226)
C (-1.797, -1.706, -1.534)
H (2.373, 1.460, 0.046)
O (2.677, 4.764, 0.029)
H (-2.835, -1.684, -1.642)



- Among the records above, which one has the lowest net charge?
  C4H14N2OS